1.
A 2-piece molecular cluster, C2H8NO2 overall in a non-equilibrium geometry, computed with ωB97M-V/def2-TZVPD.

Results
Highest occupied orbital energy ... -15.67 eV
Max |F| ... 0.1156 hartree/bohr
Kohn-Sham gap ... 0.4460 Ha
Multiplicity ... 1
E_LUMO ... -3.5 eV
Total charge ... +1

Last column: natural (NBO) charge in e.
Positions of all 13 atoms, in Å:
O (-1.130, 0.755, 1.220)  -0.706
O (-0.193, 2.027, -0.491)  -0.710
N (0.842, 0.003, -0.075)  -0.547
C (0.593, -1.408, 0.032)  -0.443
C (-0.506, 0.832, -0.052)  0.619
H (0.947, -1.750, 0.951)  0.241
H (1.319, 0.323, 0.727)  0.442
H (1.333, 0.283, -0.976)  0.461
H (-0.770, 2.686, -0.853)  0.554
H (1.017, -2.061, -0.715)  0.258
H (-1.196, -0.159, -0.983)  0.086
H (-1.758, -0.007, 1.325)  0.521
H (-0.497, -1.524, -0.109)  0.224

Cartesian forces, eV/Å:
O 0.83 -0.14 -1.61
O 1.90 -0.35 0.62
N -0.63 1.89 -2.24
C -1.60 -1.35 -0.94
C -3.54 -4.42 -1.78
H 0.15 -0.61 1.61
H 1.34 0.66 1.01
H -0.55 -0.24 1.53
H -1.30 0.08 -0.02
H 0.56 0.47 -0.55
H 1.41 3.44 2.33
H 0.89 0.94 -0.51
H 0.54 -0.39 0.55



2.
A 2-piece molecular cluster, C2H8NO2 overall in a non-equilibrium geometry, computed with ωB97M-V/def2-TZVPD.

Results
Highest occupied orbital energy ... -16.10 eV
Max |F| ... 0.0735 hartree/bohr
Kohn-Sham gap ... 0.4497 Ha
Multiplicity ... 1
E_LUMO ... -3.9 eV
Total charge ... +1

Last column: natural (NBO) charge in e.
Positions of all 13 atoms, in Å:
O (1.911, 0.298, 0.500)  -0.986
O (0.000, 1.044, -0.952)  -0.614
N (-1.042, 0.673, 0.842)  -0.678
C (-0.610, 0.186, -0.253)  0.770
C (-0.799, -1.181, -0.668)  -0.719
H (0.116, -1.644, -0.621)  0.277
H (-0.937, 1.673, 1.064)  0.448
H (-1.368, -1.601, 0.169)  0.244
H (2.593, 0.130, 1.233)  0.513
H (2.010, 1.162, 0.181)  0.478
H (-1.289, -1.427, -1.561)  0.290
H (0.710, 0.658, -1.522)  0.539
H (-1.294, 0.028, 1.588)  0.437

Cartesian forces, eV/Å:
O 1.21 -2.68 2.38
O 1.94 1.52 -2.70
N -1.18 0.22 2.45
C -0.01 0.22 -0.56
C -1.61 -0.39 2.80
H 2.47 -1.26 -0.17
H 0.20 -0.83 -0.14
H -0.11 -0.51 -0.41
H -1.40 0.60 -1.82
H 0.70 2.01 -0.26
H -0.65 0.40 -1.40
H -1.08 0.22 0.11
H -0.49 0.50 -0.29



3.
One molecule with the formula C2H8NO2P in a non-equilibrium geometry, computed with ωB97M-V/def2-TZVPD.

Results
Highest occupied orbital energy ... -8.10 eV
Max |F| ... 0.1037 hartree/bohr
Kohn-Sham gap ... 0.3319 Ha
Multiplicity ... 1
E_LUMO ... 0.9 eV
Total charge ... 0
SMILES ... CNP(O)OC

Last column: natural (NBO) charge in e.
Positions of all 14 atoms, in Å:
P (-0.977, -1.132, 0.468)  1.501
O (0.115, -2.239, 0.090)  -1.022
O (-1.344, -0.532, -0.933)  -0.838
N (0.401, 0.306, 0.983)  -0.916
C (1.131, 0.064, 2.167)  -0.423
C (-2.103, 0.632, -1.159)  -0.264
H (-3.102, 0.423, -1.650)  0.194
H (0.547, -0.576, 2.937)  0.147
H (-0.270, 1.119, 1.031)  0.336
H (0.773, -2.236, -0.569)  0.512
H (-2.216, 1.303, -0.301)  0.182
H (1.134, 1.016, 2.689)  0.199
H (-1.559, 1.276, -1.941)  0.197
H (2.010, -0.453, 1.920)  0.194

Cartesian forces, eV/Å:
P 3.16 1.61 2.37
O -1.68 -1.00 1.46
O -0.37 0.42 -1.68
N -4.30 -0.89 -3.02
C -3.02 -0.25 2.38
C -0.26 1.64 -2.23
H 1.03 -0.11 0.94
H 0.79 0.40 -0.94
H 1.30 -0.90 0.38
H 1.12 0.71 -1.36
H -0.13 -0.48 0.18
H 1.32 0.08 0.24
H -0.53 -1.03 1.11
H 1.57 -0.18 0.17



4.
C2H8NO2P as an isolated structure in a non-equilibrium geometry, computed with ωB97M-V/def2-TZVPD.

Results
Highest occupied orbital energy ... -10.14 eV
Max |F| ... 0.0956 hartree/bohr
Kohn-Sham gap ... 0.3602 Ha
Multiplicity ... 1
E_LUMO ... -0.3 eV
Total charge ... 0

Last column: natural (NBO) charge in e.
Positions of all 14 atoms, in Å:
P (0.032, -0.158, 0.169)  2.131
O (1.172, -0.512, 1.046)  -1.127
O (0.332, 1.116, -0.736)  -0.799
N (1.642, 2.075, 0.044)  -0.452
C (-1.521, 0.234, 0.999)  -1.031
C (0.078, -1.528, -1.079)  -1.005
H (0.276, -2.355, -0.479)  0.249
H (2.301, 1.991, -0.783)  0.372
H (0.602, -1.265, -2.041)  0.272
H (-0.883, -1.759, -1.606)  0.231
H (-2.446, 0.008, 0.369)  0.253
H (1.735, 1.430, 0.869)  0.397
H (-1.554, 1.170, 1.391)  0.254
H (-1.767, -0.448, 1.838)  0.256

Cartesian forces, eV/Å:
P 1.27 -0.90 -1.15
O -0.17 0.43 1.05
O 2.40 2.49 1.11
N -2.76 -1.37 -1.87
C -2.08 -4.31 -1.13
C -3.04 2.08 -2.23
H 1.19 -1.62 0.39
H -0.72 -0.63 1.76
H 0.68 -0.33 1.71
H 0.04 0.23 0.92
H 1.34 0.81 0.23
H 0.91 0.09 -1.30
H 0.11 2.93 0.73
H 0.82 0.10 -0.22